Below is C10H40FeO22S3 as an isolated structure at a distorted geometry, with properties calculated with the ωB97M-V functional and the def2-TZVPD basis.

XYZ file:
```
76
Properties=species:S:1:pos:R:3
Fe 11.04485 14.42642 13.67944
S 12.64117 16.98506 15.12444
O 11.94443 15.73394 14.79585
O 12.43728 18.05744 14.20708
O 12.64509 17.30957 16.52842
O 13.98449 16.87222 14.59449
S 12.00881 12.15592 14.40089
O 12.58658 13.31400 13.73484
O 10.89072 13.01076 14.88701
O 11.39441 11.17243 13.50619
O 12.94264 11.60856 15.42036
S 12.68100 16.26824 11.51676
O 12.65548 15.88512 10.12048
O 13.98656 16.28018 12.12462
O 12.40746 17.66975 11.76074
O 11.67930 15.46507 12.23934
C 12.02181 11.44560 18.62240
O 10.68958 11.40157 18.11118
H 12.19614 12.22667 19.36241
H 12.30229 10.51050 19.10719
H 12.65878 11.52687 17.74162
H 10.78910 10.89329 17.30288
C 14.44168 12.55965 10.31479
O 14.63603 13.86493 9.93587
H 15.33481 11.93827 10.38040
H 14.18555 12.64641 11.37071
H 13.63261 12.01447 9.82870
H 13.81581 14.35910 10.00393
C 9.53196 13.39416 11.08977
O 9.82637 13.26627 12.42503
H 9.43183 12.38718 10.68471
H 8.57272 13.91124 11.06566
H 10.22444 13.98656 10.49175
H 9.35907 12.48053 12.71804
C 11.15775 14.38535 17.70843
O 10.83898 15.73196 17.54377
H 11.47735 14.05910 16.71872
H 11.89313 14.12407 18.46938
H 10.35992 13.68080 17.94334
H 11.58623 16.24288 17.22410
C 11.55774 8.34152 12.20982
O 11.02723 9.46534 11.51381
H 12.61566 8.50699 12.41355
H 11.06526 8.30318 13.18147
H 11.42427 7.35932 11.75639
H 11.23941 10.19997 12.09421
C 9.86822 9.05962 15.65228
O 9.42222 10.17619 14.80138
H 9.27004 9.01135 16.56219
H 9.73528 8.16348 15.04618
H 10.92431 9.16616 15.90013
H 10.16579 10.28623 14.20421
C 15.26475 10.80650 13.30632
O 15.17736 9.37763 13.03348
H 15.90508 11.02315 14.16139
H 15.83257 11.16787 12.44894
H 14.28077 11.27319 13.26040
H 14.59405 8.96253 13.67305
C 14.89881 8.93066 16.55754
O 13.75917 9.20282 15.77059
H 15.12175 9.72604 17.26870
H 14.66621 8.00511 17.08418
H 15.82548 8.84076 15.99068
H 13.50862 10.12802 15.71739
C 15.10886 13.90960 16.12718
O 14.66467 12.89536 17.05788
H 15.15051 13.60474 15.08151
H 14.45335 14.78045 16.12176
H 16.10969 14.30403 16.30282
H 14.03251 12.38018 16.55137
C 7.30120 12.78896 17.47050
O 8.25104 13.36169 16.53461
H 6.41816 13.42755 17.49367
H 7.21654 11.77778 17.07242
H 7.83941 12.82518 18.41766
H 8.87708 12.67792 16.28533
```

E = -4518.3877 a.u.
multiplicity = 7
total charge = -2
largest force on an atom = 0.126 Eh/bohr

Formally, the Löwdin partial charges of the atoms, in units of the elementary charge, are as follows: number 1, Fe, carries 0.783; number 2, S, carries 0.295; number 3, O, carries -0.328; number 4, O, carries -0.164; number 5, O, carries -0.262; number 6, O, carries -0.137; number 7, S, carries 0.408; number 8, O, carries -0.340; number 9, O, carries -0.391; number 10, O, carries -0.321; number 11, O, carries -0.328; number 12, S, carries 0.279; number 13, O, carries -0.296; number 14, O, carries -0.126; number 15, O, carries -0.144; number 16, O, carries -0.354; number 17, C, carries -0.140; number 18, O, carries -0.121; number 19, H, carries 0.078; number 20, H, carries 0.070; number 21, H, carries 0.053; number 22, H, carries 0.040; number 23, C, carries -0.194; number 24, O, carries -0.111; number 25, H, carries 0.068; number 26, H, carries 0.061; number 27, H, carries 0.081; number 28, H, carries 0.017; number 29, C, carries -0.117; number 30, O, carries -0.149; number 31, H, carries 0.096; number 32, H, carries 0.086; number 33, H, carries 0.091; number 34, H, carries 0.112; number 35, C, carries -0.185; number 36, O, carries -0.120; number 37, H, carries 0.057; number 38, H, carries 0.063; number 39, H, carries 0.050; number 40, H, carries -0.020; number 41, C, carries -0.147; number 42, O, carries -0.136; number 43, H, carries 0.068; number 44, H, carries 0.052; number 45, H, carries 0.073; number 46, H, carries 0.004; number 47, C, carries -0.121; number 48, O, carries -0.149; number 49, H, carries 0.073; number 50, H, carries 0.062; number 51, H, carries 0.066; number 52, H, carries -0.020; number 53, C, carries -0.117; number 54, O, carries -0.146; number 55, H, carries 0.081; number 56, H, carries 0.062; number 57, H, carries 0.051; number 58, H, carries 0.027; number 59, C, carries -0.159; number 60, O, carries -0.146; number 61, H, carries 0.077; number 62, H, carries 0.071; number 63, H, carries 0.067; number 64, H, carries -0.011; number 65, C, carries -0.129; number 66, O, carries -0.138; number 67, H, carries 0.073; number 68, H, carries 0.058; number 69, H, carries 0.069; number 70, H, carries -0.013; number 71, C, carries -0.128; number 72, O, carries -0.152; number 73, H, carries 0.069; number 74, H, carries 0.074; number 75, H, carries 0.067; number 76, H, carries 0.030